# 1
Here is the molecule CH3NSSi from OMol25. Energies are from ωB97M-V with the def2-TZVPD basis set.

The geometry in ORCA input format:
```
! RIJCOSX wB97M-V def2-TZVPD def2/J DEFGRID3
* xyz 0 1
N -3.67128 0.94742 -0.91507
C -3.00804 0.21984 -0.31711
S -2.07144 -0.87403 0.61170
H -0.27938 1.22138 0.16169
Si -0.13805 -0.24161 -0.09669
H 0.64225 -0.69138 0.90516
H 0.41638 -0.64714 -1.29389
*
```

The value obtained for the energy above the lowest of the compared OMol25 structures with the same formula, charge and spin is 23.8 kcal/mol. Its orbital gap is 0.392 hartree. The LUMO energy comes out at 0.4 eV. The largest force on an atom comes out at 3.4 eV Å⁻¹. Its structure (SMILES) is N#CS[SiH3].



# 2
Here is a structure of composition CH3O2 from OMol25. Energies are from ωB97M-V with the def2-TZVPD basis set.

The geometry in ORCA input format:
```
! RIJCOSX wB97M-V def2-TZVPD def2/J DEFGRID3
* xyz 1 1
O 1.08312 0.80692 -0.98638
O -0.34373 0.34210 -0.13188
H 0.90111 1.54132 -1.61305
H 0.12104 -1.54374 0.88514
H -1.38058 -0.55189 1.21462
C -0.38095 -0.59472 0.63155
*
```

The value obtained for the energy above the lowest of the compared OMol25 structures with the same formula, charge and spin is 112.8 kcal/mol. Its orbital gap (spin up / spin down) is 0.375 / 0.369 hartree. The LUMO energy (spin up / spin down) comes out at -8.6 / -8.9 eV. The largest force on an atom comes out at 3.9 eV Å⁻¹.



# 3
Here is the ion CH3O2 with charge +1 from OMol25. Energies are from ωB97M-V with the def2-TZVPD basis set.

The geometry in ORCA input format:
```
! RIJCOSX wB97M-V def2-TZVPD def2/J DEFGRID3
* xyz 1 1
H 1.36730 -0.52279 0.11045
H 0.19474 0.21809 -1.17842
O -0.47509 0.59038 0.79749
O -1.37663 1.22673 0.42548
H -0.06743 -1.21780 0.13333
C 0.35711 -0.29460 -0.28833
*
```

The value obtained for the energy above the lowest of the compared OMol25 structures with the same formula, charge and spin is 143.8 kcal/mol. Its orbital gap (spin up / spin down) is 0.347 / 0.350 hartree. The LUMO energy (spin up / spin down) comes out at -9.5 / -9.7 eV. The largest force on an atom comes out at 3.9 eV Å⁻¹.



# 4
Here is a cluster of 2 separate species, CH3O2S2 in total from OMol25. Energies are from ωB97M-V with the def2-TZVPD basis set.

The geometry in ORCA input format:
```
! RIJCOSX wB97M-V def2-TZVPD def2/J DEFGRID3
* xyz -1 1
O -2.82484 -1.26570 1.00699
S -2.10078 0.00345 0.80302
O -2.40900 0.67285 -0.43454
H 1.40538 0.69978 -1.22141
C 1.33959 0.00783 -0.29279
H 1.77320 -0.98630 -0.62337
H 0.22847 0.02420 0.09836
S 2.58799 0.84390 0.66375
*
```

The value obtained for the energy above the lowest of the compared OMol25 structures with the same formula, charge and spin is 48.1 kcal/mol. Its orbital gap (spin up / spin down) is 0.154 / 0.154 hartree. The LUMO energy (spin up / spin down) comes out at 1.8 / 1.8 eV. The largest force on an atom comes out at 2.4 eV Å⁻¹.